# 1
This record from the OMol25 dataset describes the molecule C5H6O. The level of theory is ωB97M-V with the def2-TZVPD basis set.

XYZ file:
```
12
Properties=species:S:1:pos:R:3:nbo_charge:R:1
C 2.36648 0.31226 -0.18040 -0.26
C 1.46971 -0.45801 0.05003 0.01
C 0.18350 -1.10488 0.33068 -0.51
C -0.76373 0.06030 0.55622 0.07
C -1.27010 0.78665 -0.59913 -0.11
O -2.11776 -0.06278 0.17291 -0.48
H 3.13800 1.01896 -0.38747 0.24
H 0.23147 -1.76865 1.20176 0.24
H -0.16449 -1.70090 -0.52100 0.24
H -0.58596 0.61346 1.47926 0.19
H -1.02614 0.41744 -1.59566 0.18
H -1.45747 1.85658 -0.52901 0.19
```

Results
- Structure (SMILES): C#CC[C@H]1CO1
- Energy above the lowest of the compared OMol25 structures with the same formula, charge and spin: 2.853 eV
- Net charge: 0
- Energy: -7326.431 eV
- Gap between HOMO and LUMO: 11.15 eV
- Multiplicity: 1
- LUMO energy: 1.06 eV


# 2
This record from the OMol25 dataset describes C45H41FeN2OPS3Sb2 as an isolated structure in a non-equilibrium geometry. The level of theory is ωB97M-V with the def2-TZVPD basis set.

XYZ file:
```
96
Properties=species:S:1:pos:R:3:mulliken_charge:R:1
Fe -0.01314 -0.32174 0.66803 1.65
S 3.04917 -0.98506 4.49623 -0.57
Sb 3.15376 -0.12253 2.27622 0.61
S 1.98468 -1.85931 0.87284 -0.50
S 1.06439 1.22489 1.91373 -0.65
C -3.70154 -1.60362 4.72789 -2.06
C -2.20482 -1.83224 4.81990 1.48
C -1.71676 -2.24933 6.06991 -0.69
C -0.39900 -2.69001 6.22284 -0.77
C 0.43178 -2.69185 5.10692 -0.97
C -0.02934 -2.18594 3.90176 -0.65
C -1.32762 -1.70042 3.72799 0.44
P -1.80930 -1.10418 2.06073 1.73
C -2.97572 0.26026 2.37223 0.66
C -2.55050 1.16780 3.39451 -0.95
C -3.28955 2.31598 3.64973 -0.64
C -4.41645 2.65020 2.88587 -0.81
C -4.82815 1.77655 1.85111 -0.74
C -4.13791 0.58443 1.60208 1.28
C -4.61128 -0.35627 0.49050 -1.20
C -2.36885 -2.66571 1.31461 0.39
C -3.07538 -3.71053 1.94692 -0.83
C -3.24742 -4.93751 1.31393 -0.75
C -2.73359 -5.14280 0.01851 -0.71
C -2.08085 -4.07177 -0.61393 -0.64
C -1.86950 -2.83642 0.03354 0.89
C -1.08695 -1.77737 -0.57343 -1.33
H -4.22893 -2.35548 5.36770 0.51
H -4.08675 -1.50781 3.71566 0.26
H -3.93486 -0.63406 5.26104 0.49
H -2.44870 -2.29236 6.90179 0.41
H -0.05205 -3.12131 7.17945 0.33
H 1.43796 -3.05650 5.13623 0.76
H 0.69254 -2.16072 3.04556 -0.19
H -1.65596 0.93446 4.01047 0.49
H -2.94611 2.92863 4.47195 0.46
H -4.96290 3.54625 3.15799 0.43
H -5.73997 1.97597 1.24108 0.31
H -5.63146 -0.01318 0.16599 0.46
H -4.68280 -1.41315 0.78787 0.24
H -3.94297 -0.30993 -0.36586 0.15
H -3.43751 -3.49413 2.94733 0.35
H -3.72416 -5.74499 1.86623 0.42
H -2.83626 -6.12231 -0.47113 0.37
H -1.77193 -4.15357 -1.65942 0.48
H -1.79204 -1.05079 -1.06436 0.19
H -0.31429 -2.15939 -1.25689 0.56
N -2.60091 4.56961 -4.02602 -0.36
C -2.57573 4.62613 -2.65721 0.14
O -3.06411 5.57495 -2.04860 -0.62
C -2.01525 3.42267 -1.95398 0.97
C -1.47275 2.28674 -2.50578 -1.15
C -0.95553 1.28161 -1.72684 -1.32
N -0.90430 1.30570 -0.39528 1.30
C -1.37558 2.45998 0.17639 -0.88
C -1.98592 3.46583 -0.54641 -0.86
H -2.85971 5.43424 -4.49591 0.28
H -1.92790 4.00576 -4.58546 0.20
H -1.37862 2.15128 -3.57952 0.27
H -0.53868 0.40827 -2.21063 0.92
H -1.22716 2.58726 1.25810 0.50
H -2.35695 4.31827 -0.01552 0.57
C 6.32922 -2.83624 -1.48269 -0.53
C 6.30491 -1.69822 -0.66364 -0.87
C 5.16439 -0.85704 -0.65171 -0.33
C 4.05467 -1.12741 -1.43008 1.02
C 4.06342 -2.27919 -2.18261 -0.39
C 5.18210 -3.14495 -2.22094 -0.70
Sb 2.26232 0.11550 -1.25360 -0.78
C 3.53316 1.96756 -1.17313 0.74
C 3.25566 3.08251 -0.37675 -0.56
C 4.10011 4.21029 -0.42011 -0.55
C 5.07757 4.31096 -1.40256 -0.57
C 5.32961 3.22813 -2.21033 -0.72
C 4.57746 2.05792 -2.09614 -0.28
C 1.84229 0.24808 -3.49615 0.47
C 1.97147 1.45531 -4.17898 -0.23
C 1.77922 1.58400 -5.55919 -0.88
C 1.49279 0.44167 -6.31615 -0.44
C 1.34673 -0.82161 -5.64783 -0.74
C 1.48739 -0.84849 -4.26478 -0.13
H 7.21473 -3.46498 -1.50742 0.39
H 7.13972 -1.40557 -0.04858 0.42
H 5.21013 0.02360 -0.00201 0.47
H 3.20862 -2.59415 -2.76490 0.13
H 5.12525 -4.05974 -2.79598 0.40
H 2.38407 3.10366 0.30675 0.19
H 3.97253 4.99768 0.30553 0.42
H 5.68855 5.18035 -1.51278 0.40
H 6.15560 3.19116 -2.91581 0.38
H 4.88056 1.19127 -2.72664 0.33
H 2.27228 2.35131 -3.65610 0.36
H 1.83454 2.55711 -5.98281 0.51
H 1.41453 0.50445 -7.39916 0.38
H 1.11977 -1.72518 -6.23076 0.40
H 1.31272 -1.76914 -3.71911 0.18
```

Results
- Net charge: 0
- Energy: -141613.717 eV
- Gap between HOMO and LUMO (spin up / spin down): 5.11 / 4.62 eV
- Multiplicity: 5
- LUMO energy (spin up / spin down): -1.60 / -2.08 eV


# 3
This record from the OMol25 dataset describes the molecule C3H5N5 in a non-equilibrium geometry. The level of theory is ωB97M-V with the def2-TZVPD basis set.

XYZ file:
```
13
Properties=species:S:1:pos:R:3:nbo_charge:R:1
H 3.34474 -0.85933 0.22073 0.32
N 2.50660 -0.03860 0.10553 -0.34
N 1.59613 -0.81013 -0.05899 -0.15
C 0.22286 -0.50088 -0.35251 -0.13
C -0.82965 -1.33544 -0.15038 0.05
N -2.00923 -0.66424 -0.08764 -0.38
N -1.85996 0.72942 0.19265 -0.33
C -0.51548 0.80959 -0.09614 0.34
N 0.15931 1.93475 -0.32739 -0.78
H -0.82081 -2.47636 -0.14702 0.22
H -2.83451 -1.17617 0.29275 0.40
H 1.21904 1.74935 0.10351 0.40
H -0.17905 2.63804 0.30490 0.37
```

Results
- Structure (SMILES): [H]/N=N/c1c[nH]nc1N
- Energy above the lowest of the compared OMol25 structures with the same formula, charge and spin: 4.185 eV
- Net charge: 0
- Energy: -10638.689 eV
- Gap between HOMO and LUMO: 9.25 eV
- Multiplicity: 1
- LUMO energy: 0.63 eV